w.
{"formula": "C4H8N2O2", "method": "ωB97M-V/def2-TZVPD", "elements": ["C", "C", "O", "O", "N", "H", "H", "H", "H", "H", "C", "C", "N", "H", "H", "H"], "xyz": [[-2.111, -0.945, -0.634], [-1.103, -0.263, 0.267], [-1.079, -0.503, 1.451], [-1.169, 1.195, -0.154], [-1.095, 2.191, 0.821], [-2.060, -2.028, -0.537], [-3.117, -0.713, -0.282], [-2.096, -0.529, -1.637], [-0.392, 2.826, 0.439], [-0.766, 1.803, 1.707], [2.744, -0.900, -0.232], [1.603, 0.014, -0.190], [1.388, 1.164, -0.262], [2.894, -1.386, 0.732], [3.678, -0.361, -0.394], [2.681, -1.562, -1.095]], "lumo_ha": [0.0000, 0.0000], "smiles": "CC(=O)ON.CC#N", "homo_energy_ev": [-8.802, -8.802], "homo_lumo_gap_ev": [8.80, 8.80]}



x.
{"formula": "C4H8N2O2", "method": "ωB97M-V/def2-TZVPD", "elements": ["C", "C", "N", "C", "C", "O", "N", "O", "H", "H", "H", "H", "H", "H", "H", "H"], "xyz": [[2.647, -0.420, -0.350], [1.258, 0.024, -0.203], [0.261, -0.771, -0.247], [-0.943, 0.022, -0.073], [-1.855, -0.447, 0.976], [-1.619, 0.258, -1.326], [-0.431, 1.364, 0.315], [0.911, 1.363, 0.041], [3.213, 0.178, 0.385], [3.083, -0.053, -1.209], [2.730, -1.498, -0.229], [-2.435, -1.232, 0.806], [-2.522, 0.296, 1.249], [-1.318, -0.634, 1.859], [-2.098, -0.513, -1.580], [-0.880, 2.063, -0.414]], "lumo_ha": 0.0343, "smiles": "CC1=N[C@](C)(O)NO1", "homo_energy_ev": -9.073, "homo_lumo_gap_ev": 10.01}



Short version: w is the least stable of them.



w.
{"formula": "C6H11N3OS", "method": "ωB97M-V/def2-TZVPD", "elements": ["C", "C", "C", "C", "C", "C", "N", "N", "N", "O", "S", "H", "H", "H", "H", "H", "H", "H", "H", "H", "H", "H"], "xyz": [[1.134, 1.737, -0.004], [1.419, 0.403, -0.211], [-1.682, -0.164, -0.290], [2.871, 0.180, -0.387], [-2.718, -0.665, 0.678], [-0.829, -2.316, -0.985], [0.725, -0.561, -0.740], [-0.569, -0.901, -0.703], [1.455, 2.544, 0.988], [-1.880, 2.332, 0.664], [-1.118, 1.552, -0.324], [3.044, -0.798, -0.789], [3.370, 1.028, -0.772], [3.297, 0.170, 0.587], [-3.694, -0.881, 0.190], [-2.348, -1.509, 1.229], [-2.793, 0.210, 1.373], [-0.566, -2.507, -2.089], [-0.169, -3.011, -0.323], [-1.844, -2.595, -0.820], [1.876, 2.290, 1.850], [1.022, 3.463, 0.879]], "lumo_ha": [0.0051, 0.0051], "homo_energy_ev": [-7.505, -7.506], "homo_lumo_gap_ev": [7.64, 7.64]}



x.
{"formula": "C6H11N3OS", "method": "ωB97M-V/def2-TZVPD", "elements": ["C", "C", "C", "C", "C", "C", "N", "N", "N", "O", "S", "H", "H", "H", "H", "H", "H", "H", "H", "H", "H", "H"], "xyz": [[-2.886, -0.017, 0.108], [-0.559, 0.469, 0.584], [1.710, 1.108, -0.423], [0.507, -0.717, -1.463], [1.282, -1.087, 0.889], [0.716, -0.056, -0.072], [-2.882, 1.071, -0.805], [-2.002, 1.814, -0.914], [-1.674, -0.350, 0.522], [-0.370, 1.083, 1.827], [-4.301, -0.808, 0.378], [1.269, 1.635, -1.291], [2.640, 0.707, -0.683], [1.898, 1.835, 0.378], [0.256, -1.794, -1.434], [-0.154, -0.160, -2.099], [1.473, -0.755, -1.973], [0.957, -2.050, 0.618], [1.009, -0.961, 1.873], [2.358, -1.329, 0.924], [-1.728, -1.048, 1.236], [0.481, 1.408, 1.821]], "lumo_ha": [-0.0230, -0.0172], "homo_energy_ev": [-8.281, -8.111], "homo_lumo_gap_ev": [7.65, 7.64]}



y.
{"formula": "C6H11N3OS", "method": "ωB97M-V/def2-TZVPD", "elements": ["H", "N", "C", "S", "C", "C", "C", "N", "N", "C", "C", "O", "H", "H", "H", "H", "H", "H", "H", "H", "H", "H"], "xyz": [[0.955, 1.590, -2.109], [0.891, 0.564, -2.108], [0.414, 0.039, -1.101], [0.202, -1.872, -0.859], [-0.733, -1.328, 0.562], [-1.236, -2.181, 1.705], [0.028, -2.970, 2.048], [-0.849, -0.114, 0.847], [-0.269, 0.762, -0.131], [-0.679, 2.236, -0.091], [0.566, 2.899, 0.431], [1.145, 3.364, -0.882], [-1.847, -3.019, 1.407], [-1.611, -1.436, 2.405], [-0.347, -3.499, 3.111], [1.195, -2.348, 2.040], [0.127, -3.973, 1.261], [-1.377, 2.194, 0.846], [-1.149, 2.562, -1.033], [-0.058, 3.741, 1.089], [1.402, 2.182, 1.089], [1.754, 4.396, -0.873]], "lumo_ha": 0.0142, "smiles": "[H]/N=c1/sc(CC)nn1CCO", "homo_energy_ev": -8.030, "homo_lumo_gap_ev": 8.42}



z.
{"formula": "C6H11N3OS", "method": "ωB97M-V/def2-TZVPD", "elements": ["C", "C", "C", "C", "C", "C", "N", "N", "N", "O", "S", "H", "H", "H", "H", "H", "H", "H", "H", "H", "H", "H"], "xyz": [[-0.054, 0.687, -0.183], [-0.113, 0.797, 1.203], [0.582, -0.563, -0.415], [-0.752, 1.917, 1.981], [0.985, -1.214, -1.672], [1.149, -2.485, 1.157], [0.341, -0.283, 1.782], [0.738, -1.135, 0.849], [-2.057, 1.795, -1.467], [0.253, 1.720, -2.628], [-0.389, 2.026, -1.304], [-0.395, 2.814, 1.494], [-1.817, 1.750, 1.790], [-0.533, 1.800, 3.063], [1.695, -1.989, -1.529], [0.156, -1.681, -2.227], [1.497, -0.537, -2.482], [2.231, -2.793, 1.017], [0.862, -2.739, 2.146], [0.604, -3.300, 0.406], [-2.532, 1.412, -0.630], [-2.452, 2.002, -2.351]], "lumo_ha": 0.0283, "homo_energy_ev": -8.655, "homo_lumo_gap_ev": 9.43}



Short version: y is the least stable of them.